No. 1
The following is a DFT calculation (the ωB97M-V functional and the def2-TZVPD basis) of one molecule with the formula C3H5Cl2F.

Each atom is followed by the atoms it is bonded to, with distances in Å.
Element x y z (Å)
1 C -1.381 0.042 -0.506  C2 1.590, H7 1.161, H8 1.211, H9 1.094
2 C -0.216 -0.260 0.533  C1 1.590, C3 1.608, H10 1.086, H11 1.155
3 C 1.298 0.129 0.155  C2 1.608, F4 1.416, Cl5 1.818, Cl6 1.781
4 F 2.107 0.277 1.307  C3 1.416
5 Cl 1.946 -1.295 -0.771  C3 1.818
6 Cl 1.598 1.663 -0.698  C3 1.781
7 H -1.304 1.076 -1.028  C1 1.161
8 H -2.421 -0.320 -0.002  C1 1.211
9 H -0.933 -0.480 -1.357  C1 1.094
10 H -0.154 -1.255 0.962  C2 1.086
11 H -0.541 0.424 1.405  C2 1.155

Summary:
**Frontier orbital gap**: 0.441 Ha
**HOMO**: -0.4149 hartree
**SMILES string**: CCC(F)(Cl)Cl
**M**: 131.0 Da
**Energy above the lowest of the compared OMol25 structures with the same formula, charge and spin**: 26.09 kcal per mole

No. 2
The following is a DFT calculation (the ωB97M-V functional and the def2-TZVPD basis) of a 2-piece molecular cluster, C18H29NO4 overall.

Each atom is followed by the atoms it is bonded to, with distances in Å.
Element x y z (Å)
1 C 3.570 2.836 -0.981  H2 1.005, C3 1.382, H51 1.025, H52 1.205
2 H 2.776 3.439 -1.099  C1 1.005
3 C 3.371 1.538 -0.549  C1 1.382, C4 1.585, H49 0.979, H50 1.264
4 C 2.627 1.461 0.849  C3 1.585, C5 1.492, H47 1.184, H48 1.115
5 C 1.218 1.898 0.621  C4 1.492, O6 1.366, C7 1.516
6 O 0.993 3.216 0.896  C5 1.366
7 C -0.053 1.082 0.756  C5 1.516, C8 1.443, C30 1.404
8 C -1.215 1.823 0.331  C7 1.443, O9 1.322, C11 1.431
9 O -1.458 3.122 0.369  C8 1.322, H10 1.087
10 H -0.459 3.485 0.598  O9 1.087
11 C -2.473 1.141 0.302  C8 1.431, C12 1.675, H19 0.902, C20 1.719
12 C -2.514 0.527 -1.256  C11 1.675, O13 1.487, O14 1.235
13 O -2.264 -0.891 -1.625  C12 1.487
14 O -2.529 1.544 -1.956  C12 1.235, C15 1.606
15 C -2.527 1.129 -3.507  O14 1.606, H16 1.118, H17 0.873, H18 1.057
16 H -3.413 0.446 -3.512  C15 1.118
17 H -2.575 1.929 -3.852  C15 0.873
18 H -1.612 0.601 -3.552  C15 1.057
19 H -3.192 1.684 0.338  C11 0.902
20 C -2.396 -0.119 1.469  C11 1.719, C21 1.323, C25 1.509, C29 1.543
21 C -2.397 0.482 2.648  C20 1.323, H22 1.222, H23 1.160, H24 1.171
22 H -2.526 -0.185 3.664  C21 1.222
23 H -3.207 1.267 2.915  C21 1.160
24 H -1.504 1.111 3.070  C21 1.171
25 C -3.609 -0.886 1.005  C20 1.509, H26 0.963, H28 1.107
26 H -3.593 -1.486 0.251  C25 0.963
27 H -3.547 -2.037 1.985  no bonds
28 H -4.471 -0.314 1.396  C25 1.107
29 C -1.177 -1.038 1.244  C20 1.543, C30 1.625, H45 0.888, H46 1.164
30 C 0.125 -0.302 0.607  C7 1.404, C29 1.625, N31 1.248
31 N 1.119 -0.672 -0.051  C30 1.248, C32 1.581
32 C 1.377 -2.199 -0.370  N31 1.581, C33 1.366, C37 1.473, C41 1.626
33 C 0.691 -2.577 -1.489  C32 1.366, H34 1.028, H35 1.139, H36 0.930
34 H 0.982 -2.163 -2.383  C33 1.028
35 H -0.444 -2.530 -1.407  C33 1.139
36 H 0.893 -3.467 -1.666  C33 0.930
37 C 1.145 -3.131 0.747  C32 1.473, H38 1.092, H39 1.259, H40 1.245
38 H 1.688 -4.031 1.040  C37 1.092
39 H 1.408 -2.648 1.880  C37 1.259
40 H -0.047 -3.279 1.074  C37 1.245
41 C 3.000 -2.290 -0.365  C32 1.626, H42 0.882, H43 1.179, H44 0.897
42 H 3.082 -3.133 -0.611  C41 0.882
43 H 3.073 -1.540 -1.272  C41 1.179
44 H 3.427 -2.096 0.400  C41 0.897
45 H -0.883 -1.363 2.017  C29 0.888
46 H -1.182 -1.894 0.455  C29 1.164
47 H 2.611 0.375 1.321  C4 1.184
48 H 3.302 1.992 1.559  C4 1.115
49 H 4.163 0.963 -0.558  C3 0.979
50 H 2.400 0.984 -1.140  C3 1.264
51 H 4.277 3.387 -0.485  C1 1.025
52 H 3.948 2.810 -2.125  C1 1.205

Summary:
**Frontier orbital gap**: 0.308 Ha
**HOMO**: -0.3090 hartree
**M**: 323.4 Da
**Energy above the lowest of the compared OMol25 structures with the same formula, charge and spin**: 465.85 kcal per mole

No. 3
The following is a DFT calculation (the ωB97M-V functional and the def2-TZVPD basis) of a 7-piece molecular cluster, C16H44ClO18S6 overall.

Each atom is followed by the atoms it is bonded to, with distances in Å.
Element x y z (Å)
1 Cl -0.398 1.104 -0.837  O2 1.447, O3 1.456, O4 1.446, O5 1.442
2 O 0.529 1.590 -1.837  Cl1 1.447
3 O -0.242 -0.344 -0.826  Cl1 1.456
4 O -0.165 1.722 0.449  Cl1 1.446
5 O -1.716 1.417 -1.330  Cl1 1.442
6 O -1.080 6.163 -5.296  S7 1.438
7 S -1.112 4.802 -4.829  O6 1.438, O8 1.436, O9 1.624, C12 1.820
8 O -1.815 3.801 -5.581  S7 1.436
9 O 0.439 4.360 -4.641  S7 1.624, C10 1.431
10 C 0.820 3.020 -4.965  O9 1.431, C11 1.514, H13 1.093, H14 1.094
11 C 0.984 2.678 -6.431  C10 1.514, H15 1.093, H16 1.093, H17 1.088
12 C -1.599 4.791 -3.076  S7 1.820, H18 1.087, H19 1.095, H20 1.081
13 H 0.141 2.304 -4.495  C10 1.093
14 H 1.771 2.944 -4.431  C10 1.094
15 H 1.606 1.789 -6.562  C11 1.093
16 H 1.574 3.401 -6.999  C11 1.093
17 H -0.007 2.517 -6.850  C11 1.088
18 H -0.693 4.714 -2.480  C12 1.087
19 H -2.027 3.792 -2.944  C12 1.095
20 H -2.299 5.573 -2.820  C12 1.081
21 O -5.265 0.641 4.628  S22 1.432
22 S -5.517 -0.469 3.760  O21 1.432, O23 1.442, O24 1.633, C27 1.799
23 O -6.812 -0.627 3.146  S22 1.442
24 O -4.359 -0.521 2.610  S22 1.633, C25 1.437
25 C -4.708 -1.160 1.371  O24 1.437, C26 1.506, H28 1.090, H29 1.092
26 C -3.556 -0.907 0.434  C25 1.506, H30 1.100, H31 1.090, H32 1.088
27 C -5.092 -1.987 4.626  S22 1.799, H33 1.087, H34 1.089, H35 1.082
28 H -5.584 -0.652 0.968  C25 1.090
29 H -4.860 -2.239 1.442  C25 1.092
30 H -2.613 -1.232 0.898  C26 1.100
31 H -3.351 0.153 0.285  C26 1.090
32 H -3.546 -1.467 -0.498  C26 1.088
33 H -5.165 -2.766 3.872  C27 1.087
34 H -5.908 -2.157 5.328  C27 1.089
35 H -4.143 -1.820 5.120  C27 1.082
36 O 4.522 0.309 -5.341  S37 1.433
37 S 3.455 -0.585 -4.998  O36 1.433, O38 1.446, O39 1.638, C42 1.809
38 O 2.227 -0.694 -5.753  S37 1.446
39 O 4.086 -2.097 -5.013  S37 1.638, C40 1.424
40 C 5.384 -2.254 -4.449  O39 1.424, C41 1.522, H43 1.094, H44 1.092
41 C 5.627 -3.756 -4.399  C40 1.522, H45 1.090, H46 1.088, H47 1.090
42 C 3.038 -0.395 -3.248  S37 1.809, H48 1.086, H49 1.087, H50 1.090
43 H 5.488 -1.808 -3.455  C40 1.094
44 H 6.138 -1.728 -5.037  C40 1.092
45 H 5.069 -4.202 -3.575  C41 1.090
46 H 6.680 -4.015 -4.316  C41 1.088
47 H 5.220 -4.178 -5.318  C41 1.090
48 H 3.800 0.233 -2.797  C42 1.086
49 H 2.970 -1.363 -2.757  C42 1.087
50 H 2.040 0.043 -3.214  C42 1.090
51 O -2.268 -3.931 5.268  S52 1.446
52 S -1.007 -4.176 4.603  O51 1.446, O53 1.439, O54 1.621, C57 1.791
53 O -0.765 -5.395 3.877  S52 1.439
54 O -0.662 -2.911 3.651  S52 1.621, C55 1.445
55 C -1.078 -1.594 4.077  O54 1.445, C56 1.522, H58 1.096, H59 1.088
56 C -0.235 -0.639 3.244  C55 1.522, H60 1.092, H61 1.089, H62 1.093
57 C 0.364 -4.101 5.753  S52 1.791, H63 1.086, H64 1.088, H65 1.086
58 H -0.756 -1.528 5.122  C55 1.096
59 H -2.139 -1.364 4.006  C55 1.088
60 H -0.539 -0.587 2.196  C56 1.092
61 H 0.833 -0.852 3.252  C56 1.089
62 H -0.333 0.386 3.608  C56 1.093
63 H 0.395 -5.017 6.336  C57 1.086
64 H 0.230 -3.259 6.428  C57 1.088
65 H 1.233 -4.044 5.104  C57 1.086
66 C 2.902 0.128 0.297  S67 1.811, H70 1.090, H71 1.085, H72 1.091
67 S 4.624 0.533 -0.090  C66 1.811, O68 1.514, C69 1.845
68 O 5.298 0.895 1.217  S67 1.514
69 C 5.215 -1.199 -0.323  S67 1.845, H73 1.087, H74 1.097, H75 1.090
70 H 2.563 -0.729 -0.285  C66 1.090
71 H 2.287 1.005 0.122  C66 1.085
72 H 2.919 -0.195 1.339  C66 1.091
73 H 6.299 -1.275 -0.309  C69 1.087
74 H 4.951 -1.662 -1.281  C69 1.097
75 H 4.699 -1.815 0.412  C69 1.090
76 C -2.673 2.275 2.141  S77 1.847, H80 1.091, H81 1.086, H82 1.089
77 S -1.859 3.381 3.377  C76 1.847, O78 1.500, C79 1.840
78 O -2.780 4.541 3.616  S77 1.500
79 C -2.215 2.276 4.805  S77 1.840, H83 1.089, H84 1.088, H85 1.092
80 H -3.751 2.279 2.308  C76 1.091
81 H -2.361 1.236 2.098  C76 1.086
82 H -2.493 2.722 1.164  C76 1.089
83 H -1.811 1.277 4.658  C79 1.089
84 H -3.296 2.275 4.934  C79 1.088
85 H -1.768 2.628 5.736  C79 1.092

Summary:
**Frontier orbital gap**: 0.316 Ha
**HOMO**: -0.2497 hartree
**M**: 752.4 Da
**Net charge**: -1
**Energy above the lowest of the compared OMol25 structures with the same formula, charge and spin**: 8.90 kcal per mole